# 1
The following is a quantum chemistry calculation of a 13-piece molecular cluster, C26H81N19O16 overall at a distorted geometry, from the OMol25 dataset.

Geometry as XYZ:
```
142
Properties=species:S:1:pos:R:3:mulliken_charge:R:1
O 2.947 1.266 -4.488 -0.797
O -4.960 -1.759 0.725 -0.337
O 2.505 -0.542 0.963 -0.483
O -7.876 -5.902 -1.463 -0.302
O -2.271 1.188 -4.157 -0.336
O -0.617 -3.430 0.521 0.272
O 1.758 4.340 -1.283 -0.706
O 0.323 -1.590 2.418 -0.560
O -1.863 2.375 1.661 -0.301
O 9.970 5.630 2.349 -0.306
O -3.411 3.780 -0.712 -0.659
O -0.070 -1.588 -3.957 -0.651
O 1.057 0.095 -1.294 0.889
O 4.822 0.507 -0.083 -0.847
O 1.589 -4.985 5.225 -0.384
O 3.783 3.557 1.970 -0.470
N -1.078 0.630 -1.622 0.510
N 0.065 -5.601 2.829 -0.480
N 1.051 3.746 0.739 -0.108
N -0.394 3.961 -0.830 -0.058
N 3.433 1.685 -1.449 0.258
N 1.403 -3.184 -4.687 -0.510
N -3.162 1.856 3.302 -0.400
N 2.023 -1.908 -3.152 0.015
N 7.413 4.073 2.765 -0.326
N -0.298 0.423 0.319 1.100
N -3.296 1.226 -6.140 -0.439
N -4.459 2.591 -2.252 -0.346
N 0.905 1.845 -3.588 0.758
N 1.547 2.782 -5.435 -0.339
N 4.881 0.446 -2.297 -0.286
N -3.412 3.781 2.266 -0.348
N -5.071 2.343 -0.178 -0.238
N -1.323 0.576 -6.065 -0.369
N -7.265 -3.042 -0.337 -0.273
C 1.578 -4.533 6.607 -0.760
C 6.365 3.375 2.090 -0.414
C 8.719 3.590 2.187 -0.613
C -3.865 -0.995 0.264 -0.129
C 9.846 4.332 2.891 -0.632
C 0.852 4.070 -0.545 0.665
C -6.212 -1.007 0.631 -0.339
C 3.366 2.252 2.444 -0.229
C -8.627 -4.730 -1.747 -0.629
C 4.408 0.863 -1.166 0.519
C -1.163 -4.695 0.780 -0.989
C 10.939 6.389 3.079 -0.772
C 5.039 4.076 2.543 -0.880
C -8.003 -6.778 -2.551 -0.757
C 1.925 1.990 -4.460 0.382
C -2.771 2.662 2.402 0.131
C 1.029 -2.171 -3.924 0.761
C -2.291 1.058 -5.376 0.527
C -0.243 -3.162 -0.829 -1.173
C 1.087 -3.996 4.310 -0.548
C -7.350 -2.065 0.749 -1.016
C 1.206 -4.605 2.900 0.046
C -8.598 -3.741 -0.511 -0.727
C -1.178 -5.006 2.319 -0.667
C -4.230 2.906 -1.011 0.663
C -0.068 0.400 -0.898 0.146
H -7.637 -7.801 -2.458 0.281
H -3.642 2.621 -2.844 0.155
H 0.306 -3.937 -1.364 0.457
H -0.570 -5.445 0.257 0.419
H -9.373 -3.000 -0.703 0.464
H 2.337 -3.566 -4.716 0.091
H 6.376 3.449 1.003 0.309
H 5.116 5.164 2.547 0.445
H -3.863 -0.071 0.842 -0.038
H 0.873 3.500 -5.211 0.178
H 11.026 7.412 2.713 0.264
H 1.572 -3.021 4.363 0.486
H -8.884 -4.305 0.377 0.316
H 10.711 3.708 2.665 0.418
H 3.120 1.777 -2.405 -0.245
H -2.156 -4.599 0.341 0.409
H 8.847 2.528 2.397 0.397
H 0.044 -2.263 1.797 0.078
H 1.222 -1.384 2.160 0.442
H -0.676 4.270 -1.749 0.204
H 0.540 -2.405 -0.783 0.099
H 2.218 -4.988 2.774 0.311
H 4.923 4.030 3.626 0.424
H -1.858 1.015 -1.108 -0.533
H -1.101 0.876 0.733 -0.264
H -5.244 1.981 -2.432 0.136
H 0.293 3.332 1.262 0.128
H 0.716 -3.649 -5.262 0.242
H 2.075 -5.200 7.312 0.269
H 1.975 3.886 1.122 0.096
H 8.843 3.843 1.134 0.340
H -4.082 1.655 -5.671 0.217
H 10.876 6.409 4.167 0.313
H -1.004 0.454 -2.614 -0.008
H -0.164 -5.980 3.736 0.321
H -1.000 3.430 -0.221 -0.155
H -8.277 -1.516 0.582 0.467
H 4.049 1.403 2.400 0.297
H 4.476 0.806 -3.150 0.144
H -9.663 -5.028 -1.912 0.429
H 2.434 1.886 2.014 -0.360
H -8.336 -4.228 -2.669 0.376
H -4.072 4.154 2.933 0.171
H 5.595 -0.267 -2.252 0.232
H 3.415 -0.347 0.741 0.329
H 0.460 0.286 0.973 -0.363
H 3.075 2.310 3.493 0.453
H 1.916 -1.268 -2.379 -0.328
H -6.427 -0.533 -0.327 0.208
H 0.563 -4.489 7.003 0.295
H 7.305 5.077 2.736 0.272
H -5.071 2.655 0.783 0.214
H 9.612 4.379 3.955 0.348
H 3.034 2.211 -0.684 -0.093
H 0.035 -3.835 4.549 0.330
H -0.481 0.471 -5.517 0.111
H -9.065 -6.924 -2.748 0.306
H -1.461 -4.104 2.863 0.260
H -3.176 4.334 1.455 0.230
H -6.652 -3.756 0.029 0.187
H -6.221 -0.324 1.480 0.408
H -3.406 0.966 -7.109 0.142
H -7.590 -6.350 -3.465 0.307
H -2.922 -1.475 0.525 0.050
H -3.830 -0.732 -0.793 0.264
H -7.355 -2.467 1.762 0.420
H -2.569 1.044 3.396 0.218
H 0.264 2.625 -3.539 0.088
H 2.231 2.890 -6.170 0.289
H 6.290 2.307 2.292 0.267
H -4.021 1.937 3.828 0.182
H 2.016 -3.539 6.696 0.304
H -2.063 -5.587 2.576 0.543
H 1.044 1.157 -2.862 -1.011
H 11.922 5.930 2.967 0.319
H 1.100 -3.851 2.119 -0.210
H 2.890 -2.393 -3.334 0.184
H -1.023 -2.663 -1.404 0.390
H -5.765 1.696 -0.524 0.083
H 2.029 -0.436 0.139 -0.106
H -1.470 0.215 -6.997 0.177
```

Its charge is 0. The calculation puts the orbital gap at 8.197 eV. The LUMO energy is 0.08 eV. The value obtained for the HOMO energy is -8.12 eV.



# 2
The following is a quantum chemistry calculation of C27H10BF15GeN6STi as an isolated structure at a distorted geometry, from the OMol25 dataset.

Geometry as XYZ:
```
62
Properties=species:S:1:pos:R:3:nbo_charge:R:1
Ge 1.210 -0.659 4.129 1.426
Ti 0.699 -0.533 0.718 1.546
S -0.436 -0.054 2.836 -0.656
F 2.505 -1.670 1.530 -0.333
F 0.985 -6.111 1.434 -0.260
F 3.491 0.346 6.044 -0.298
F 2.211 -4.002 0.221 -0.265
F 5.896 3.193 3.247 -0.258
F 4.272 2.539 1.168 -0.270
F -0.176 -0.985 10.019 -0.264
F 0.094 -5.850 3.991 -0.262
F 1.864 -2.461 9.007 -0.271
F -1.583 0.684 8.401 -0.272
F -0.958 0.886 5.811 -0.299
F 5.466 2.065 5.688 -0.263
F 2.479 -2.281 6.391 -0.303
F 0.355 -3.572 5.296 -0.285
F 2.292 0.869 1.454 -0.341
N -1.137 -1.422 -1.397 -0.292
N -0.826 -1.654 -0.093 -0.454
N 1.055 -0.526 -2.244 -0.296
N 1.778 -0.667 -1.102 -0.455
N -0.685 1.045 -1.368 -0.301
N -0.226 1.130 -0.092 -0.425
C 4.910 2.336 3.426 0.318
C 1.176 -1.646 8.218 0.266
C 0.130 -0.892 8.736 0.322
C 3.642 0.858 4.822 0.425
C 4.078 2.001 2.365 0.265
C 1.491 -2.532 3.495 -0.498
C 1.763 -3.896 1.464 0.271
C -2.447 -3.068 -0.696 -0.326
C -2.103 -2.260 -1.771 0.053
C -0.589 -0.044 7.909 0.249
C 0.700 -4.839 3.393 0.296
C 1.865 -0.635 -3.297 0.046
C -0.253 0.039 6.566 0.424
C -0.463 2.379 0.329 0.028
C 1.908 -2.743 2.195 0.317
C 0.870 -3.628 4.069 0.365
C -1.066 3.114 -0.678 -0.327
C 1.477 -1.534 6.877 0.373
C 3.159 -0.858 -2.851 -0.327
C 2.782 0.489 3.796 -0.579
C 1.140 -4.973 2.089 0.305
C 4.688 1.759 4.663 0.268
C -1.621 -2.648 0.332 0.025
C 0.778 -0.704 6.016 -0.582
C -1.185 2.225 -1.738 0.049
C 3.054 1.106 2.585 0.389
C 3.051 -0.869 -1.471 0.020
B -0.467 -0.254 -2.172 0.527
H 4.042 -0.992 -3.450 0.255
H -1.599 2.351 -2.724 0.241
H -0.930 -0.164 -3.267 -0.006
H 3.811 -1.014 -0.720 0.230
H -1.560 -2.973 1.359 0.236
H -1.386 4.140 -0.648 0.255
H -0.205 2.657 1.338 0.241
H 1.469 -0.551 -4.296 0.241
H -3.196 -3.839 -0.669 0.256
H -2.490 -2.221 -2.776 0.242
```

Its charge is +1. The calculation puts the orbital gap (spin up / spin down) at 7.828 / 8.195 eV. The LUMO energy (spin up / spin down) is -4.00 / -3.64 eV. As for the expectation value of S²: 0.753. The spin multiplicity is 2. The value obtained for the HOMO energy (spin up / spin down) is -11.83 / -11.83 eV.



# 3
The following is a quantum chemistry calculation of C27H14AlF5N3O7 as an isolated structure at a distorted geometry, from the OMol25 dataset.

Geometry as XYZ:
```
57
Properties=species:S:1:pos:R:3:nbo_charge:R:1
Al -0.288 0.211 0.379 1.877
F -0.143 -7.066 0.358 -0.308
F -2.538 -5.771 0.217 -0.306
F 2.093 -2.901 0.484 -0.308
F -2.641 -3.057 0.193 -0.309
F 2.169 -5.611 0.485 -0.305
O -0.269 2.184 0.338 -0.696
O -0.141 0.337 2.131 -0.851
O -5.308 5.782 0.357 -0.419
O -3.745 7.261 0.354 -0.416
O -0.342 -1.588 0.357 -0.819
O -2.189 0.391 0.309 -0.613
O -0.165 0.246 -1.464 -0.795
N 2.077 -0.022 -1.092 -0.418
N -4.127 6.099 0.356 0.530
N 1.700 0.176 0.198 -0.382
C -1.444 -3.670 0.263 0.236
C -3.532 3.746 0.356 -0.063
C -2.951 1.356 0.333 0.478
C 0.522 -0.126 4.321 -0.300
C -0.831 4.455 0.365 -0.318
C -0.183 -5.717 0.345 0.215
C 1.508 -0.402 5.240 -0.185
C 2.839 -0.468 4.839 -0.294
C 3.160 -0.289 3.510 -0.143
C 1.190 -0.386 -3.289 -0.022
C 0.823 0.066 2.961 0.487
C -1.165 3.055 0.351 0.576
C -3.153 5.076 0.358 -0.093
C 1.025 -0.013 -1.868 0.550
C 2.540 -0.025 1.151 0.166
C -0.283 -2.862 0.340 0.343
C 2.178 -0.046 2.542 -0.245
C -2.576 2.730 0.350 -0.355
C 1.406 -1.180 -5.944 -0.216
C 0.086 -0.904 -3.964 -0.192
C 0.987 -4.970 0.410 0.274
C 2.505 -0.651 -5.282 -0.229
C -1.781 5.423 0.362 -0.129
C -1.401 -5.052 0.273 0.266
C 2.405 -0.264 -3.959 -0.188
C 0.935 -3.586 0.406 0.232
C 0.195 -1.309 -5.281 -0.225
H 3.440 -0.536 -5.814 0.204
H 3.613 -0.681 5.563 0.201
H -0.516 -0.061 4.622 0.211
H -4.038 1.152 0.344 0.139
H 3.574 -0.270 0.901 0.181
H -0.852 -0.982 -3.432 0.233
H -0.665 -1.717 -5.796 0.206
H 1.244 -0.570 6.277 0.201
H 3.249 0.145 -3.428 0.228
H -1.521 6.472 0.362 0.240
H -4.588 3.513 0.357 0.238
H 1.490 -1.494 -6.975 0.202
H 4.198 -0.336 3.205 0.200
H 0.218 4.707 0.368 0.225
```

Its charge is -1. The calculation puts the orbital gap at 6.850 eV. The LUMO energy is 1.72 eV. The value obtained for the HOMO energy is -5.13 eV.



Record order is preserved below.
ΔE to the lowest compared entry with this formula, charge and spin: 93.9, 4.5, 6.0 kcal/mol